The following is a quantum chemistry calculation of a cluster of 2 separate species, C4HF7S2 in total in a non-equilibrium geometry, from the Open Molecules 2025 dataset.

Atoms and positions in Å:
1 C -3.43 0.72 0.27
2 C 0.50 0.29 -0.09
3 C 0.50 -1.04 -1.03
4 C 1.77 0.32 0.72
5 F -0.60 0.11 0.79
6 F 1.16 -0.88 -2.14
7 F 0.92 -2.06 -0.35
8 F -0.83 -1.32 -1.32
9 F 2.85 0.25 -0.03
10 F 1.92 -0.60 1.69
11 F 1.76 1.53 1.33
12 S -2.67 2.05 0.54
13 S -4.22 -0.61 0.34
14 H 0.38 1.25 -0.72

Values from the calculation:
Relative energy (zero: lowest compared OMol25 entry of this formula, charge and spin): 0.0 kcal per mole
Highest occupied orbital energy: -9.6 eV
Frontier orbital gap: 9.43 eV



The following is a quantum chemistry calculation of a structure of composition C4HLaLiO2 in a non-equilibrium geometry, from the Open Molecules 2025 dataset.

Atoms and positions in Å:
1 O -2.66 -2.45 -0.32
2 C -1.61 -1.70 -0.23
3 C -1.46 -0.34 -0.55
4 C -0.85 0.76 -0.87
5 Li 0.89 1.53 -1.53
6 C 1.54 1.34 0.59
7 O 1.61 0.18 1.12
8 La 0.37 -1.37 0.61
9 H 2.18 2.07 1.17

Values from the calculation:
Highest occupied orbital energy (spin up / spin down): -5.2 / -6.9 eV
Frontier orbital gap (spin up / spin down): 4.70 / 6.24 eV
Multiplicity: 2



The following is a quantum chemistry calculation of the ion C4HN2S2 with charge -1 in a non-equilibrium geometry, from the Open Molecules 2025 dataset.

Atoms and positions in Å:
1 N -2.83 -1.65 -0.04
2 C -2.12 -0.75 -0.01
3 C -1.50 0.50 0.01
4 S -2.53 1.93 0.02
5 C -0.16 0.35 -0.07
6 N 1.01 0.14 -0.12
7 C 2.27 0.02 -0.04
8 S 3.04 -1.51 0.00
9 H 2.82 0.97 0.25

Values from the calculation:
SMILES: N#CC([S-])=C=NC=S
Relative energy (zero: lowest compared OMol25 entry of this formula, charge and spin): 44.1 kcal per mole
Net charge: -1
Highest occupied orbital energy (spin up / spin down): -3.6 / -3.6 eV
Frontier orbital gap (spin up / spin down): 6.19 / 6.19 eV



The following is a quantum chemistry calculation of a cluster of 2 separate species, C4HN3O in total in a non-equilibrium geometry, from the Open Molecules 2025 dataset.

Atoms and positions in Å:
1 C 0.92 -1.23 -0.27
2 C 0.38 0.71 1.25
3 C -1.28 -0.53 0.25
4 C 0.08 -0.25 0.28
5 N 1.59 -2.07 -0.63
6 N 0.70 1.40 2.12
7 N -2.37 -0.60 0.51
8 O -0.30 1.26 -1.37
9 H 0.29 1.30 -2.13

Values from the calculation:
Relative energy (zero: lowest compared OMol25 entry of this formula, charge and spin): 96.7 kcal per mole
Highest occupied orbital energy (spin up / spin down): -11.5 / -11.5 eV
Frontier orbital gap (spin up / spin down): 7.33 / 7.34 eV



The following is a quantum chemistry calculation of a structure of composition C4HNO, from the Open Molecules 2025 dataset.

Atoms and positions in Å:
1 O -2.34 0.06 -0.01
2 C -1.19 -0.12 0.06
3 C -0.23 -1.19 0.49
4 C 1.02 -1.03 0.42
5 C 1.50 0.12 -0.06
6 N 1.25 1.20 -0.50
7 H -0.01 0.96 -0.39

Values from the calculation:
Relative energy (zero: lowest compared OMol25 entry of this formula, charge and spin): 85.9 kcal per mole
Highest occupied orbital energy: -9.7 eV
Frontier orbital gap: 8.38 eV



The following is a quantum chemistry calculation of an isolated molecule of C4HNO in a non-equilibrium geometry, from the Open Molecules 2025 dataset.

Atoms and positions in Å:
1 O -1.69 -0.97 0.79
2 C -1.36 -0.13 0.02
3 C 0.05 0.16 -0.16
4 C 0.66 0.97 -0.92
5 C 1.67 -0.10 0.23
6 N 2.74 -0.41 0.61
7 H -2.07 0.48 -0.57

Values from the calculation:
Relative energy (zero: lowest compared OMol25 entry of this formula, charge and spin): 72.4 kcal per mole
Highest occupied orbital energy: -11.4 eV
Frontier orbital gap: 9.86 eV